(1)
DFT (wB97M-V/def2-TZVPD) results for a molecular structure, C11H13BClGaN.

Results
- Energy: -78681.4328 eV
- Energy above the lowest of the compared OMol25 structures with the same formula, charge and spin: 0.0 kJ/mol
- Max |F|: 0.065 Eh/bohr

Geometry as ORCA input:
```
! RIJCOSX wB97M-V def2-TZVPD def2/J DEFGRID3
* xyz -1 1
C 0.832 -2.041 0.466
C 0.858 -1.688 -0.916
C -0.474 -1.835 -1.426
H 1.734 -1.390 -1.504
C -1.308 -2.269 -0.351
C -0.500 -2.415 0.815
H -0.818 -2.759 1.794
H 1.697 -2.042 1.138
H -0.777 -1.671 -2.443
H -2.382 -2.440 -0.401
Ga 0.653 1.154 -1.724
Cl 2.364 1.831 -0.615
C 0.051 2.526 -3.221
C -1.170 1.823 -3.515
C -0.849 0.601 -4.149
H -2.173 2.238 -3.408
C 0.552 0.465 -4.240
C 1.158 1.636 -3.663
H 2.195 1.952 -3.749
H 0.156 3.592 -2.998
H -1.570 -0.052 -4.639
H 1.086 -0.293 -4.810
B -0.183 0.348 3.731
C -0.293 0.838 2.244
N -0.415 1.193 1.129
H 0.805 -0.334 3.868
H -1.156 -0.275 4.092
H -0.072 1.306 4.466
*
```

***

(2)
DFT (wB97M-V/def2-TZVPD) results for 5 unconnected molecules or ions with the total composition C18H26BrF5O12P.

Results
- Energy: -136566.4079 eV
- Max |F|: 0.074 Eh/bohr

Geometry as ORCA input:
```
! RIJCOSX wB97M-V def2-TZVPD def2/J DEFGRID3
* xyz 1 1
C -3.347 -1.815 -0.256
C -3.435 -1.699 -1.921
F -4.501 -2.558 -2.496
C -3.584 -0.131 -2.434
P -1.773 0.556 -2.510
C -0.829 0.068 -4.096
C -0.349 -1.498 -4.168
C 0.404 -2.057 -2.822
Br 2.254 -1.282 -2.554
H -2.769 -2.829 -0.030
H -2.690 -0.931 0.141
H -4.418 -1.872 0.246
H -2.373 -2.061 -2.321
H -4.229 0.523 -1.675
H -4.091 -0.017 -3.483
H -1.930 2.016 -2.561
H -1.090 0.268 -1.275
H -1.556 0.256 -5.023
H 0.070 0.805 -4.230
H -1.233 -2.235 -4.460
H 0.422 -1.571 -5.071
H -0.246 -1.976 -1.848
H 0.576 -3.226 -2.996
C -8.551 -0.479 0.985
C -8.488 -0.540 -0.503
O -7.345 0.224 -0.816
C -6.522 0.088 0.261
O -5.336 0.373 0.256
O -7.186 -0.412 1.347
F -9.566 0.059 -1.057
H -9.068 0.415 1.350
H -9.029 -1.362 1.417
H -8.375 -1.553 -0.906
C 4.548 1.055 -1.240
C 3.894 2.226 -0.590
O 4.483 2.265 0.690
C 5.728 1.736 0.523
O 6.634 1.849 1.332
O 5.840 1.069 -0.666
F 2.567 2.016 -0.441
H 4.055 0.108 -1.001
H 4.601 1.159 -2.327
H 4.065 3.179 -1.103
C 9.307 0.530 3.115
C 10.066 0.078 1.915
O 11.236 -0.490 2.459
C 10.867 -0.954 3.686
O 11.523 -1.744 4.344
O 9.668 -0.431 4.086
F 10.421 1.130 1.144
H 9.611 1.525 3.458
H 8.226 0.532 2.948
H 9.542 -0.669 1.308
C -3.410 1.608 3.456
C -2.651 1.155 2.255
O -1.481 0.588 2.800
C -1.850 0.124 4.027
O -1.194 -0.666 4.685
O -3.049 0.647 4.427
F -2.295 2.208 1.485
H -3.106 2.603 3.799
H -4.490 1.610 3.289
H -3.174 0.409 1.649
*
```

***

(3)
DFT (wB97M-V/def2-TZVPD) results for a molecular structure, C3H3GdO3.

Results
- Energy: -30096.7814 eV
- Energy above the lowest of the compared OMol25 structures with the same formula, charge and spin: 91.4 kJ/mol
- Expectation value of S²: 20.505
- Max |F|: 0.108 Eh/bohr

Geometry as ORCA input:
```
! RIJCOSX wB97M-V def2-TZVPD def2/J DEFGRID3
* xyz 3 9
O 2.058 1.504 1.395
Gd 1.104 -1.422 -1.841
O 2.340 -0.175 -0.133
C 2.327 0.537 0.809
O -1.255 -0.386 0.446
C -1.089 -1.384 -0.392
H -1.536 -2.310 0.009
C -1.283 0.938 -0.001
H -0.722 1.159 -0.911
H -1.943 1.537 0.620
*
```

***

(4)
DFT (wB97M-V/def2-TZVPD) results for a molecular structure, C46H61N9O6SiTi.

Results
- Energy: -105383.0353 eV
- Expectation value of S²: 2.065
- Max |F|: 0.048 Eh/bohr

Geometry as ORCA input:
```
! RIJCOSX wB97M-V def2-TZVPD def2/J DEFGRID3
* xyz 0 3
Ti 0.097 0.607 -0.311
N 3.285 2.328 0.079
C 4.619 2.115 0.672
C 5.465 1.361 -0.364
C 4.868 -0.030 -0.651
N 3.553 0.151 -1.271
C 4.826 -0.815 0.661
C 4.027 -0.114 1.762
N 2.618 -0.070 1.417
C 4.528 1.321 1.974
H 3.222 3.186 -0.466
H 2.375 2.231 0.676
H 3.155 1.455 -0.588
H 5.084 3.086 0.895
H 6.479 1.243 0.013
H 5.518 1.936 -1.290
H 5.546 -0.565 -1.334
H 2.838 -0.524 -0.996
H 3.614 0.192 -2.281
H 5.854 -0.946 1.003
H 4.411 -1.809 0.498
H 4.210 -0.664 2.703
H 2.065 0.232 2.213
H 2.265 -0.979 1.135
H 5.522 1.298 2.421
H 3.865 1.834 2.673
C -7.654 -0.350 2.163
O -6.810 0.761 2.028
C -5.878 0.974 3.008
C -5.821 0.279 4.212
C -4.842 0.574 5.141
C -3.878 1.551 4.883
C -3.957 2.255 3.669
C -4.944 1.979 2.755
N -2.970 1.861 5.874
N -1.795 2.256 5.638
C -1.119 2.094 4.471
C -0.232 3.117 4.096
C 0.442 3.096 2.894
C 0.271 2.025 2.010
O 0.865 1.961 0.796
C -0.511 0.927 2.399
N -0.537 -0.122 1.512
C -1.191 -1.228 1.899
C -1.781 -1.357 3.137
C -1.788 -0.288 4.031
C -1.181 0.911 3.654
H -8.226 -0.411 1.238
H -8.345 -0.236 3.006
H -7.077 -1.272 2.299
H -6.531 -0.504 4.437
H -4.798 0.027 6.072
H -3.245 3.042 3.466
H -4.994 2.501 1.812
H -0.162 3.971 4.753
H 1.075 3.926 2.605
H -1.201 -2.058 1.203
H -2.254 -2.290 3.394
H -2.234 -0.403 5.005
N -0.869 0.045 -3.094
C -2.107 0.701 -3.494
C -2.315 1.975 -2.671
C -2.549 1.586 -1.196
O -3.671 1.361 -0.789
O -1.478 1.521 -0.487
H -0.078 0.478 -3.565
H -0.886 -0.937 -3.347
H -2.945 0.030 -3.294
H -2.117 0.951 -4.571
H -3.183 2.516 -3.045
H -1.425 2.600 -2.717
N 1.055 1.587 -1.740
C 1.097 2.797 -1.722
N 1.026 3.949 -2.350
C 1.282 5.213 -1.679
C 2.227 6.037 -2.563
O 1.671 6.240 -3.840
C 1.398 5.023 -4.495
C 0.442 4.148 -3.680
H 1.715 5.033 -0.693
H 0.340 5.763 -1.551
H 3.199 5.522 -2.650
H 2.382 7.034 -2.149
H 2.333 4.466 -4.668
H 0.953 5.299 -5.452
H 0.304 3.177 -4.158
H -0.527 4.656 -3.583
C 1.466 -4.673 -2.907
C 1.797 -3.287 -2.359
C 1.990 -2.329 -3.538
C 3.112 -3.432 -1.589
Si 0.441 -2.609 -1.131
O 0.833 -1.120 -0.723
C 0.464 -3.895 0.305
C -0.151 -5.133 0.132
C -0.144 -6.097 1.123
C 0.442 -5.830 2.348
C 1.045 -4.601 2.555
C 1.066 -3.662 1.538
C -1.379 -2.750 -1.699
C -2.269 -1.787 -1.224
C -3.637 -1.906 -1.395
C -4.158 -3.018 -2.038
C -3.295 -3.979 -2.534
C -1.927 -3.837 -2.376
H 2.293 -5.048 -3.512
H 0.585 -4.645 -3.540
H 1.297 -5.374 -2.094
H 2.904 -2.565 -4.086
H 2.035 -1.295 -3.199
H 1.151 -2.420 -4.227
H 3.886 -3.874 -2.219
H 2.973 -4.078 -0.724
H 3.473 -2.470 -1.244
H -0.664 -5.345 -0.792
H -0.608 -7.056 0.939
H 0.414 -6.570 3.134
H 1.496 -4.373 3.510
H 1.544 -2.709 1.718
H -1.868 -0.914 -0.718
H -4.291 -1.132 -1.021
H -5.226 -3.135 -2.154
H -3.685 -4.853 -3.038
H -1.283 -4.604 -2.777
*
```

***

(5)
DFT (wB97M-V/def2-TZVPD) results for 2 unconnected molecules or ions with the total composition C3H6NO5S2.

Results
- Energy: -36607.9844 eV
- Energy above the lowest of the compared OMol25 structures with the same formula, charge and spin: 51.0 kJ/mol
- Max |F|: 0.124 Eh/bohr

Geometry as ORCA input:
```
! RIJCOSX wB97M-V def2-TZVPD def2/J DEFGRID3
* xyz -1 1
C 0.985 -0.513 -2.156
C -0.738 1.455 2.458
C 0.072 0.468 2.204
N 0.360 -1.676 -2.567
O 2.415 -0.399 1.532
O 1.841 0.012 -2.896
O 1.669 1.642 0.432
O 2.253 1.783 2.856
O 0.590 -0.067 -1.078
S -0.062 -1.208 2.399
S 1.745 0.990 1.762
H -1.722 1.328 2.715
H 1.229 0.619 -0.730
H -0.252 2.512 2.424
H 0.722 -2.105 -3.398
H -0.526 -1.893 -2.055
H 1.330 -1.301 1.894
*
```

***

(6)
DFT (wB97M-V/def2-TZVPD) results for a molecular structure, C9H18BrNOZr.

Results
- Energy: -84464.0840 eV
- Energy above the lowest of the compared OMol25 structures with the same formula, charge and spin: 80.2 kJ/mol
- Max |F|: 0.083 Eh/bohr

Geometry as ORCA input:
```
! RIJCOSX wB97M-V def2-TZVPD def2/J DEFGRID3
* xyz 2 1
Zr -2.752 2.094 2.145
C 1.326 1.181 1.975
C 0.924 0.605 0.594
C 1.818 -0.599 0.241
C 1.498 -1.456 -1.011
C 0.046 -1.917 -0.856
C -0.912 -0.761 -0.506
N -0.431 -0.001 0.651
O -1.304 0.639 1.328
C -2.225 -1.511 -0.146
C -1.317 0.055 -1.762
C 0.998 1.720 -0.457
H 2.406 1.252 2.091
H 1.041 0.478 2.761
H 0.849 2.151 2.088
H 1.811 -1.329 1.054
H 2.823 -0.201 0.093
H 2.244 -2.243 -0.908
H 1.755 -0.901 -1.914
H -0.035 -2.693 -0.096
H -0.287 -2.304 -1.819
H -2.595 -2.150 -0.943
H -3.155 -0.990 0.122
H -2.125 -2.031 0.811
H -2.012 0.801 -1.366
H -1.866 -0.645 -2.383
H -0.500 0.590 -2.230
H 1.888 2.315 -0.253
H 0.144 2.401 -0.430
H 1.062 1.382 -1.488
Br -1.116 4.066 2.615
*
```

***

(7)
DFT (wB97M-V/def2-TZVPD) results for 6 unconnected molecules or ions with the total composition C30H47N5O3S.

Results
- Energy: -56296.8373 eV
- SMILES: CCCOCOCCOCCCCS.c1cc[nH]c1.c1cc[nH]c1.c1cc[nH]c1.c1cc[nH]c1.c1cc[nH]c1
- Max |F|: 0.042 Eh/bohr

Geometry as ORCA input:
```
! RIJCOSX wB97M-V def2-TZVPD def2/J DEFGRID3
* xyz 0 1
C -3.222 -7.142 0.359
C -1.784 -7.621 0.835
C -0.866 -6.336 0.745
O -1.517 -5.346 1.564
C -0.735 -4.171 1.455
O -1.478 -3.013 1.877
C -1.376 -2.065 0.816
C -1.938 -0.655 1.223
O -0.946 0.060 1.951
C -1.286 1.452 2.040
C -0.913 2.233 0.729
C -2.115 2.590 -0.205
C -1.489 3.084 -1.591
S -1.109 1.639 -2.674
H -3.711 -6.496 1.124
H -3.084 -6.532 -0.567
H -3.885 -8.006 0.125
H -1.799 -8.009 1.877
H -1.358 -8.385 0.148
H -0.821 -6.037 -0.332
H 0.164 -6.522 1.127
H 0.191 -4.196 2.089
H -0.482 -4.048 0.370
H -0.327 -1.877 0.476
H -2.009 -2.405 -0.044
H -2.904 -0.752 1.782
H -2.132 -0.135 0.246
H -0.640 1.861 2.858
H -2.339 1.605 2.381
H -0.103 1.657 0.224
H -0.459 3.208 1.049
H -2.783 3.383 0.210
H -2.769 1.730 -0.469
H -2.282 3.671 -2.100
H -0.594 3.688 -1.316
H -0.112 0.868 -2.110
C 3.370 -4.411 -0.580
C 4.250 -4.638 0.508
C 3.902 -3.762 1.506
N 2.848 -3.013 1.059
C 2.514 -3.405 -0.209
H 3.362 -4.927 -1.527
H 5.048 -5.362 0.556
H 4.313 -3.608 2.490
H 2.390 -2.287 1.581
H 1.700 -2.935 -0.736
C -3.905 -9.103 3.923
C -5.126 -9.647 3.448
C -5.207 -10.936 3.908
N -4.079 -11.193 4.639
C -3.283 -10.080 4.658
H -3.527 -8.109 3.747
H -5.862 -9.148 2.838
H -5.965 -11.690 3.778
H -3.869 -12.063 5.092
H -2.345 -10.080 5.189
C 1.672 5.183 -2.427
C 1.727 6.422 -3.116
C 2.292 7.340 -2.267
N 2.576 6.700 -1.088
C 2.206 5.384 -1.181
H 1.286 4.248 -2.803
H 1.390 6.619 -4.122
H 2.514 8.387 -2.396
H 2.995 7.128 -0.281
H 2.353 4.708 -0.354
C -0.446 7.396 3.110
C 0.585 8.325 3.403
C 1.390 8.403 2.295
N 0.886 7.554 1.346
C -0.235 6.940 1.833
H -1.251 7.097 3.761
H 0.722 8.874 4.321
H 2.276 8.988 2.101
H 1.279 7.403 0.431
H -0.784 6.234 1.232
C 4.579 6.290 -7.630
C 3.341 6.950 -7.835
C 2.910 7.399 -6.613
N 3.839 7.031 -5.677
C 4.861 6.359 -6.289
H 5.193 5.818 -8.380
H 2.825 7.082 -8.773
H 2.025 7.946 -6.329
H 3.778 7.224 -4.693
H 5.697 5.988 -5.720
*
```

***

(8)
DFT (wB97M-V/def2-TZVPD) results for C19H21N7O3 in the gas phase.

Results
- Energy: -36612.8336 eV
- SMILES: CN(CCO)C(=O)CNc1cc(-c2cnc(NC(=O)C3CC3)cn2)cnc1C#N
- Energy above the lowest of the compared OMol25 structures with the same formula, charge and spin: 453.5 kJ/mol
- Max |F|: 0.090 Eh/bohr

Geometry as ORCA input:
```
! RIJCOSX wB97M-V def2-TZVPD def2/J DEFGRID3
* xyz 0 1
C -1.555 -2.010 -2.560
N -1.241 -3.225 -1.918
C -1.685 -4.476 -2.576
C -2.685 -5.345 -1.828
O -2.047 -6.062 -0.654
C -0.241 -3.264 -0.884
O -0.087 -4.220 -0.147
C 0.837 -2.213 -0.877
N 1.868 -2.504 0.147
C 1.988 -1.673 1.369
C 1.680 -0.346 1.365
C 1.616 0.425 2.544
C 1.056 1.786 2.477
C 1.078 2.492 3.662
N 0.686 3.779 3.786
C 0.207 4.378 2.680
N 0.030 5.688 2.903
C -0.702 6.694 2.328
O -0.599 7.782 2.942
C -1.928 6.359 1.524
C -3.375 6.644 1.973
C -2.885 5.191 2.015
C 0.163 3.606 1.472
N 0.631 2.329 1.314
C 2.018 -0.251 3.715
N 2.385 -1.471 3.715
C 2.326 -2.142 2.598
C 2.905 -3.433 2.714
N 3.496 -4.387 2.868
H -2.652 -1.963 -2.782
H -1.231 -1.142 -2.034
H -1.020 -1.954 -3.422
H -2.055 -4.231 -3.626
H -0.709 -5.056 -2.795
H -3.440 -4.683 -1.376
H -3.232 -6.117 -2.387
H -1.184 -5.653 -0.290
H 1.276 -2.249 -1.966
H 0.502 -1.229 -0.733
H 1.882 -3.486 0.382
H 1.459 0.149 0.475
H 1.530 2.037 4.509
H 0.341 5.924 3.813
H -1.844 6.346 0.474
H -3.931 6.985 1.065
H -3.389 7.324 2.842
H -2.509 4.595 2.914
H -3.489 4.691 1.244
H -0.306 4.148 0.648
H 2.049 0.168 4.709
*
```

***

- energy of number 7 (C30H47N5O3S)?
  -56296.8373 eV

***

- Number 4 is which compound?
  C46H61N9O6SiTi